The following is a DFT calculation (ωB97M-V/def2-TZVPD) of C26H38F6HgN3O12S2 as an isolated structure.

The geometry in XYZ format:
```
88
Properties=species:S:1:pos:R:3:forces:R:3:lowdin_charge:R:1
Hg 11.821 16.963 1.889 -0.434 -0.155 -0.819 1.303
C 11.060 13.030 0.298 -0.435 0.368 -0.196 -0.688
F 10.503 12.612 1.418 0.210 -0.177 0.069 0.159
F 12.372 13.056 0.438 0.474 -0.180 0.148 0.149
F 10.730 12.241 -0.707 0.060 -0.318 -0.026 0.173
S 10.508 14.744 -0.200 -0.021 0.519 -0.100 0.608
O 11.667 15.343 -0.783 0.464 0.365 0.368 -0.299
O 9.363 14.594 -1.031 -0.362 -0.005 0.142 -0.248
N 10.189 15.548 1.224 -0.093 -1.093 -0.990 -0.367
S 8.760 15.128 1.889 0.222 0.789 1.396 0.579
O 8.259 13.897 1.422 -0.410 -0.779 -0.544 -0.229
O 8.844 15.371 3.297 0.268 0.317 -0.137 -0.263
C 7.554 16.400 1.317 0.421 -0.037 0.385 -0.661
F 8.070 17.625 1.501 -0.304 -0.106 -0.177 0.127
F 7.171 16.266 0.060 0.063 0.072 0.005 0.171
F 6.510 16.239 2.127 -0.329 0.263 -0.249 0.138
O 13.177 17.941 -0.029 -0.821 -0.133 0.404 0.056
C 14.235 18.498 -0.117 0.648 0.082 -0.372 -0.474
O 15.269 18.178 0.663 0.299 0.161 0.301 0.020
C 16.438 18.982 0.336 0.091 -0.049 -0.212 -0.120
C 16.154 19.538 -1.065 -0.413 -0.572 0.843 -0.119
C 14.619 19.583 -1.085 0.518 0.200 -0.241 -0.052
H 17.297 18.314 0.331 -0.036 -0.019 0.139 0.127
H 16.585 19.744 1.102 -0.205 -0.005 0.014 0.130
H 16.467 18.751 -1.750 0.200 0.392 -0.366 0.122
H 16.663 20.482 -1.220 0.009 0.011 -0.305 0.123
H 14.240 19.400 -2.085 -0.329 -0.034 0.101 0.132
H 14.194 20.517 -0.706 0.068 0.040 -0.061 0.141
O 10.759 18.332 3.409 0.889 -0.593 -0.509 0.010
C 9.959 19.034 3.982 -0.096 0.347 1.189 -0.472
O 8.697 18.716 4.113 -0.590 -0.071 -0.002 0.049
C 7.950 19.833 4.691 0.110 0.994 -1.210 -0.093
C 8.983 20.669 5.453 0.146 -0.261 -0.017 -0.114
C 10.285 20.313 4.727 -0.528 -0.255 -0.645 -0.049
H 7.033 19.502 5.160 0.384 -0.407 0.594 0.093
H 7.599 20.419 3.831 0.087 -0.104 0.017 0.139
H 9.013 20.417 6.510 0.029 0.039 0.030 0.123
H 8.825 21.733 5.315 -0.420 0.016 0.340 0.120
H 11.157 20.153 5.350 0.122 0.152 -0.018 0.132
H 10.480 21.053 3.944 0.343 0.028 0.189 0.139
O 13.618 15.586 1.633 -0.632 0.200 0.265 -0.006
C 14.554 15.093 2.243 0.227 0.729 0.070 -0.468
O 14.865 13.852 2.053 0.188 -0.809 -0.182 0.081
C 15.989 13.439 2.877 0.191 -0.062 -0.210 -0.084
C 16.601 14.724 3.422 -0.052 0.120 1.292 -0.123
C 15.531 15.792 3.152 0.578 -0.243 -0.469 -0.043
H 16.662 12.864 2.249 -0.083 -0.038 -0.063 0.135
H 15.572 12.798 3.649 0.065 -0.019 0.042 0.135
H 17.573 15.008 3.029 -0.141 -0.198 -0.547 0.118
H 16.802 14.603 4.490 -0.213 0.030 -0.053 0.122
H 15.993 16.578 2.556 -0.392 0.346 0.120 0.116
H 15.033 16.216 4.019 0.018 0.011 0.072 0.136
O 10.564 18.423 0.492 0.509 0.085 0.841 0.000
C 10.013 18.841 -0.487 -0.525 -0.300 -0.698 -0.481
O 9.542 20.077 -0.516 -0.292 0.287 -0.120 0.059
C 8.845 20.361 -1.754 0.004 0.079 -0.341 -0.109
C 8.820 19.051 -2.566 0.589 0.135 -0.096 -0.113
C 9.748 18.107 -1.779 -0.464 0.453 -0.066 -0.043
H 9.379 21.171 -2.249 0.122 -0.105 0.007 0.125
H 7.851 20.735 -1.523 0.003 -0.114 0.241 0.126
H 9.234 19.197 -3.562 -0.183 0.150 -0.024 0.115
H 7.809 18.676 -2.687 -0.003 -0.140 0.175 0.117
H 10.713 17.975 -2.268 -0.016 -0.203 0.015 0.137
H 9.290 17.136 -1.607 0.237 -0.091 0.147 0.107
C 16.387 14.517 -2.615 0.580 0.632 -0.317 -0.112
C 15.064 14.450 -1.897 -0.630 -0.047 -0.445 -0.254
C 13.900 14.163 -2.858 -0.491 -0.225 -0.146 -0.190
C 14.107 13.069 -3.810 0.139 0.423 0.484 -0.233
N 14.271 12.204 -4.539 0.101 -0.418 -0.373 0.151
H 17.175 14.929 -1.977 -0.017 -0.256 0.059 0.068
H 16.336 15.202 -3.471 -0.134 -0.079 0.069 0.083
H 16.716 13.563 -3.024 -0.055 -0.128 0.168 0.078
H 14.783 15.423 -1.501 0.246 0.094 0.463 0.094
H 15.070 13.725 -1.084 0.018 -0.010 0.031 0.108
H 13.664 15.065 -3.429 0.120 -0.060 -0.071 0.124
H 12.983 13.925 -2.317 0.096 0.092 0.131 0.088
C 6.449 16.845 5.987 -0.791 0.701 0.244 -0.088
C 5.246 16.671 5.055 0.778 -0.541 -1.237 -0.236
C 4.843 17.888 4.200 -0.276 -0.021 0.832 -0.185
C 4.392 18.997 5.049 0.581 -0.215 -0.531 -0.252
N 4.061 19.856 5.727 -0.149 0.471 0.407 0.154
H 6.312 17.784 6.539 0.189 -0.203 0.272 0.068
H 7.413 16.879 5.484 -0.092 -0.074 -0.239 0.058
H 6.444 16.017 6.690 0.189 0.046 0.125 0.078
H 4.392 16.247 5.575 -0.079 0.083 0.054 0.115
H 5.588 15.970 4.287 -0.436 -0.416 0.269 0.092
H 3.995 17.680 3.548 0.174 -0.326 -0.126 0.124
H 5.701 18.156 3.584 -0.093 0.374 -0.018 0.094
```
Forces are in eV/Å.

Its spin multiplicity is 1. The charge is +1. For the strongest force on any atom, the calculation gives 1.62 eV/A. The frontier orbital gap is 8.97 eV. The calculation puts the highest occupied orbital energy at -12.99 eV. The energy comes out at -98761.6254 eV.